(1)
Computed, not measured: C20H16N2O6 in the gas phase, with ωB97M-V/def2-TZVPD.

Calculated values
SMILES string = COC(=O)c1cn(NC(=O)[C@@H]2COc3ccccc3O2)c(=O)c2ccccc12
Relative energy (zero: lowest compared OMol25 entry of this formula, charge and spin) = 152.1 kJ/mol
HOMO level = -8.4 eV

XYZ file:
```
44
Properties=species:S:1:pos:R:3:forces:R:3:nbo_charge:R:1
C -2.310942 -4.525058 0.607320 -0.2 -0.3 -0.1 -0.258
O -2.086967 -3.124862 0.679497 0.2 0.2 0.1 -0.511
C -2.945899 -2.358968 -0.013006 0.1 -0.1 0.0 0.788
O -3.869112 -2.824185 -0.635982 0.0 0.0 0.0 -0.603
C -2.602281 -0.922961 0.099679 0.5 0.1 0.2 -0.257
C -1.357298 -0.591955 0.549760 -0.5 -0.8 -0.1 0.097
N -0.964155 0.692594 0.666530 0.2 0.3 -0.2 -0.223
N 0.294348 1.063392 1.123373 -0.4 0.7 0.3 -0.457
C 1.453532 0.372398 0.959358 0.1 0.0 0.2 0.645
O 1.533584 -0.779515 0.615288 0.0 -0.2 -0.1 -0.579
C 2.673075 1.241586 1.324841 0.0 0.2 -0.4 -0.024
C 2.945977 2.238773 0.182585 0.0 0.2 0.5 -0.089
O 3.149989 1.547574 -1.022436 0.0 -0.4 -0.2 -0.483
C 3.999424 0.470033 -0.895348 0.2 0.0 0.1 0.197
C 4.531418 -0.090032 -2.048128 -0.1 0.1 0.2 -0.225
C 5.404891 -1.156740 -1.961610 0.0 0.0 -0.1 -0.222
C 5.758794 -1.666242 -0.722514 0.0 0.0 0.0 -0.215
C 5.218637 -1.127507 0.428993 -0.2 0.2 0.0 -0.260
C 4.328059 -0.066054 0.350774 0.1 0.0 -0.2 0.300
O 3.804405 0.436801 1.521574 0.0 -0.1 0.0 -0.481
C -1.777771 1.792760 0.376026 0.4 0.1 0.1 0.645
O -1.313748 2.912956 0.549239 -0.1 0.1 0.0 -0.636
C -3.100802 1.466058 -0.101358 -0.4 -0.3 -0.2 -0.197
C -3.963346 2.523086 -0.420545 0.0 0.0 0.0 -0.140
C -5.231023 2.269403 -0.882628 0.1 0.1 0.0 -0.224
C -5.657308 0.949781 -1.031799 0.1 -0.1 0.1 -0.172
C -4.825354 -0.101291 -0.723352 -0.2 -0.1 -0.1 -0.223
C -3.524132 0.127090 -0.252994 0.1 0.3 0.0 0.089
H -2.277894 -4.862103 -0.430604 0.0 0.0 0.1 0.195
H -1.515639 -4.987190 1.185931 0.0 0.0 0.0 0.198
H -3.287744 -4.775599 1.026554 0.1 0.0 0.0 0.193
H -0.624757 -1.341782 0.802352 0.0 0.1 0.0 0.275
H 0.280836 2.084494 1.225843 0.1 -0.4 0.0 0.438
H 2.495347 1.765060 2.269162 0.0 0.0 -0.2 0.220
H 3.840058 2.823232 0.444412 -0.1 -0.1 0.0 0.192
H 2.106018 2.916438 0.016624 0.1 0.0 0.1 0.205
H 4.246144 0.331585 -2.998676 0.0 0.1 -0.1 0.225
H 5.814055 -1.585960 -2.863039 0.0 0.0 -0.1 0.215
H 6.448969 -2.492679 -0.652502 0.1 -0.1 0.0 0.215
H 5.463097 -1.517027 1.403996 0.0 -0.1 0.1 0.224
H -3.597720 3.530348 -0.290793 0.0 0.1 0.0 0.236
H -5.894869 3.083897 -1.129032 0.0 0.1 0.0 0.218
H -6.654536 0.749819 -1.394635 -0.1 0.0 0.0 0.217
H -5.163540 -1.116101 -0.849149 0.0 0.0 0.0 0.252
```
Positions in Å, forces in eV/Å.

=====

(2)
Computed, not measured: 2 unconnected molecules or ions with the total composition C20H16N5O11, with ωB97M-V/def2-TZVPD.

Calculated values
Charge = -1
HOMO level = -4.4 eV

XYZ file:
```
52
Properties=species:S:1:pos:R:3:forces:R:3:nbo_charge:R:1
C -3.750719 -3.363071 -1.151592 -0.1 -0.2 0.2 -0.621
C -2.854602 -2.602672 -2.089449 0.2 0.3 0.1 -0.075
O -1.820783 -1.962636 -1.318270 -0.7 -0.2 -0.6 -0.519
C -0.689845 -1.732533 -2.018789 1.4 -0.2 0.2 0.803
C 0.400407 -1.242358 -1.148318 0.2 -0.2 -0.8 -0.586
C 0.697567 -2.114954 -0.022234 -0.6 0.4 -0.8 0.531
C 1.756382 -1.625997 0.920131 0.2 0.0 0.8 -0.099
C 1.995585 -0.255860 1.092748 0.2 -0.3 0.3 -0.191
C 3.027074 0.180911 1.925923 -0.1 -0.3 -0.1 -0.180
C 3.831273 -0.753779 2.592722 -0.2 -0.1 -0.1 -0.243
C 3.547633 -2.122631 2.475868 -0.2 0.3 -0.1 -0.231
C 2.489752 -2.553836 1.671717 0.1 0.4 -0.3 -0.174
O 0.122218 -3.191935 0.168784 0.4 0.2 0.5 -0.640
C 1.528110 -0.673072 -1.904668 0.0 -1.1 1.1 0.788
O 2.718429 -0.825256 -1.631897 -0.5 0.4 -0.1 -0.690
O 1.145245 0.008216 -3.004803 0.8 0.5 -0.2 -0.515
C 2.270947 0.507722 -3.750100 -0.2 0.0 0.1 -0.072
C 1.801393 0.817544 -5.141763 -0.1 0.0 -0.4 -0.620
O -0.563726 -2.013347 -3.198547 -0.8 0.2 0.3 -0.652
H -4.620231 -3.733591 -1.701027 0.0 0.0 0.0 0.195
H -3.218644 -4.231974 -0.744839 -0.1 0.3 0.1 0.217
H -4.097823 -2.728206 -0.329774 0.1 -0.1 -0.1 0.207
H -2.403669 -3.278984 -2.822593 -0.1 0.3 0.0 0.204
H -3.397187 -1.800563 -2.602644 0.0 -0.2 -0.2 0.165
H 1.359979 0.450451 0.556019 0.3 -0.1 0.1 0.214
H 3.201293 1.252350 2.029006 0.1 -0.3 0.0 0.193
H 4.672188 -0.418513 3.205337 -0.3 -0.1 -0.2 0.200
H 4.150653 -2.859814 3.006097 -0.1 0.2 -0.1 0.200
H 2.233056 -3.610272 1.569924 0.1 0.3 0.0 0.228
H 2.646947 1.407745 -3.243251 0.1 -0.2 -0.1 0.167
H 3.064801 -0.247560 -3.781717 -0.2 0.2 0.2 0.199
H 2.612037 1.287480 -5.704182 0.0 0.0 0.0 0.194
H 1.535902 -0.108195 -5.666648 -0.1 0.2 0.1 0.212
H 0.948781 1.504450 -5.135698 0.1 -0.2 0.0 0.208
O -0.382178 4.261584 5.113784 -0.3 -0.3 -1.0 -0.358
N -0.576863 4.115687 3.919873 -0.3 -1.2 -1.5 0.415
C -1.010708 3.093199 3.082950 1.1 1.3 1.6 0.017
C -0.968501 3.580813 1.767900 0.6 2.3 -0.7 0.074
N -0.543722 4.883310 1.738847 -0.7 -2.8 0.4 -0.054
O -0.277188 5.177673 3.046405 -0.2 0.1 0.5 -0.147
C -1.388836 2.726750 0.663974 -0.7 -2.2 0.7 0.059
N -1.450923 3.229121 -0.694947 -0.4 0.3 -2.9 0.484
O -0.973537 4.343415 -0.985417 -0.6 -1.9 1.3 -0.354
O -2.011433 2.509661 -1.553155 1.0 1.0 1.9 -0.362
C -1.806973 1.396012 0.933181 0.5 1.9 -1.3 -0.110
C -1.829238 0.954491 2.266837 -0.6 -0.9 2.2 0.020
N -2.438173 -0.166747 2.851764 0.1 0.8 -1.3 0.424
O -3.036991 -1.128107 2.394928 1.0 1.4 0.8 -0.313
O -2.364900 0.012152 4.248375 0.4 -0.2 -0.7 -0.141
N -1.721819 1.188654 4.574038 0.4 1.0 -2.8 -0.073
C -1.420105 1.756340 3.366385 -1.3 -1.2 2.6 0.094
H -2.138335 0.700733 0.162806 0.2 0.4 -0.2 0.306
```
Positions in Å, forces in eV/Å.

=====

(3)
Computed, not measured: a molecular structure, C20H17AsN3O7SSe2Te2V, with ωB97M-V/def2-TZVPD.

Calculated values
⟨S²⟩ = 0.94
2S+1 = 2
Charge = -1
Relative energy (zero: lowest compared OMol25 entry of this formula, charge and spin) = 288.6 kJ/mol
HOMO level (alpha / beta) = -3.1 / -3.1 eV

XYZ file:
```
54
Properties=species:S:1:pos:R:3:forces:R:3:nbo_charge:R:1
V -0.309129 -0.258801 0.682190 2.8 2.7 -1.0 0.836
Se 0.579876 -2.279293 -2.292765 0.2 0.0 -0.2 -0.310
Te 3.323074 -6.016058 -2.959283 -0.1 0.2 -0.2 -0.603
Te 1.978374 -4.373692 -1.377585 0.6 -0.7 -0.2 0.019
Se 0.380320 -2.207062 0.022940 -0.2 -2.4 -0.4 0.056
O -0.614293 2.555402 1.933185 0.1 0.0 0.0 -1.026
As -1.803742 2.285247 0.646322 -0.5 0.6 -0.2 2.404
O -2.102176 3.735488 -0.034725 -0.2 0.0 0.0 -1.158
O -1.162793 1.135691 -0.418501 -0.5 0.1 0.7 -1.071
C -3.236483 1.678149 1.823084 0.1 -0.1 0.1 -0.413
C -4.298650 2.560937 1.892934 0.0 0.1 0.0 -0.193
C -5.309475 2.377434 2.834623 0.0 0.0 0.0 -0.199
C -5.244745 1.324030 3.722521 0.0 -0.1 0.1 -0.201
C -4.189694 0.417447 3.651265 0.0 0.1 0.1 -0.209
C -3.188170 0.595393 2.718844 -0.1 -0.1 -0.2 -0.229
S -2.111944 -0.802566 2.411023 -1.1 -0.2 0.8 2.367
O -2.582440 -1.913561 3.170262 -0.1 0.1 0.1 -0.917
O -0.686716 -0.447061 2.664374 -0.4 0.0 0.1 -0.894
O -2.269629 -0.889315 0.942216 0.3 -0.1 0.1 -0.897
H -0.562373 3.515602 2.033437 0.0 0.0 0.0 0.500
H -4.317451 3.401317 1.209214 0.0 0.0 0.0 0.248
H -6.145242 3.064267 2.864911 0.0 0.0 0.0 0.215
H -6.022880 1.181580 4.460647 0.0 0.0 0.0 0.216
H -4.148624 -0.450417 4.295273 0.0 0.0 0.0 0.248
N -0.011692 6.143425 -3.014116 0.0 0.0 0.0 -0.541
C 0.068182 7.503550 -3.208103 0.1 0.0 0.0 0.173
C -0.520100 8.360238 -4.132381 0.0 0.0 0.0 -0.261
C -0.162444 9.691621 -4.057619 0.0 0.0 0.0 -0.208
C 0.746704 10.156020 -3.092501 0.0 0.0 0.0 -0.231
C 1.318169 9.301519 -2.172809 0.0 0.0 0.0 -0.192
C 0.971000 7.952269 -2.232626 0.0 0.0 -0.1 0.063
N 1.409875 6.891190 -1.463284 0.0 0.0 0.0 -0.436
C 0.804871 5.846269 -1.955196 -0.1 0.0 0.0 0.363
C 1.004445 4.476333 -1.482937 0.1 -0.1 0.0 0.009
C 1.506473 4.258097 -0.205105 0.0 0.1 0.0 -0.212
C 1.691301 2.969937 0.233641 0.0 -0.1 0.0 0.099
N 1.419114 1.927237 -0.562690 0.0 0.2 -0.1 -0.296
C 0.958341 2.110533 -1.804896 0.0 -0.1 0.0 0.127
C 0.739829 3.374770 -2.291020 0.0 0.1 0.0 -0.222
H -0.651169 5.508929 -3.459862 0.0 0.0 0.0 0.424
H -1.221605 8.004010 -4.875153 0.0 0.0 0.0 0.217
H -0.588247 10.393197 -4.762690 0.0 0.0 0.0 0.212
H 1.002670 11.207147 -3.077506 0.0 0.0 0.0 0.212
H 2.017448 9.653649 -1.426592 0.0 0.0 0.0 0.223
H 1.729645 5.096279 0.438301 0.0 0.0 0.0 0.251
H 2.034556 2.702822 1.221411 0.0 0.0 0.0 0.258
H 0.754778 1.205972 -2.364201 0.0 0.0 0.0 0.259
H 0.348142 3.479890 -3.291992 0.0 0.0 0.0 0.224
C 2.803605 -0.085483 -0.618235 -0.1 -0.1 0.0 -0.677
C 1.554347 0.532523 -0.032991 -0.1 -0.4 0.4 0.333
O 1.411915 0.491117 1.274344 -0.7 0.1 0.0 -0.655
H 3.662366 0.555814 -0.394268 0.0 0.1 0.0 0.198
H 2.741770 -0.234720 -1.695270 0.0 0.0 0.0 0.234
H 2.970874 -1.053382 -0.147059 -0.1 0.0 -0.1 0.260
```
Positions in Å, forces in eV/Å.

=====

One value per record, in order, for max |F|: 0.01853; 0.06151; 0.07849 Eh/bohr.